The following is a quantum chemistry calculation of a 2-piece molecular cluster, C9H21PS overall at a distorted geometry, from the OMol25 dataset.

```
32
Properties=species:S:1:pos:R:3
C 1.805 -1.046 -0.242
C 3.882 -1.953 0.756
C -2.700 2.874 -0.390
C 0.543 1.822 -0.142
C -0.779 -1.663 -1.537
C 2.867 -0.814 0.849
C -1.864 2.013 0.614
C -0.676 -0.200 0.788
C -0.825 1.094 -0.027
P 0.179 -1.617 -0.028
S -3.915 -2.377 -0.364
H 2.350 -1.360 -1.168
H 4.028 -2.111 -0.313
H 4.772 -1.880 1.189
H 3.500 -2.929 1.119
H -3.226 2.135 -1.088
H -3.527 3.496 -0.178
H -2.002 3.414 -0.967
H 0.584 2.486 -0.900
H 1.221 1.031 -0.343
H 0.978 2.213 0.772
H -0.494 -2.558 -2.179
H -1.841 -1.899 -1.097
H -0.758 -0.672 -2.054
H 2.752 -0.590 1.968
H 3.531 -0.018 0.453
H -2.526 1.499 1.308
H -1.322 2.733 1.290
H -1.682 -0.439 1.135
H 0.074 -0.003 1.710
H -1.400 0.824 -0.953
H -3.530 -3.505 0.019
```

Properties
Gap between HOMO and LUMO (spin up / spin down), eV: 3.516 / 3.539
Total charge: 0
Max |F|, eV Å⁻¹: 5.38
Relative energy (zero: lowest compared OMol25 entry of this formula, charge and spin), kJ/mol: 497.9
HOMO (spin up / spin down), eV: -6.2447 / -6.2578